No. 1
Density functional theory data (the ωB97M-V functional and the def2-TZVPD basis) for a gas-phase ion, C4H4BrN2 (charge +1) in a non-equilibrium geometry.

XYZ file:
```
11
Properties=species:S:1:pos:R:3:forces:R:3:lowdin_charge:R:1
Br 2.1513 -2.1322 -0.5712 -0.96 1.31 0.30 0.82
C 0.8570 -0.7083 -0.2181 0.79 -2.81 -0.76 -0.57
C -0.5318 -1.0883 -0.2848 -1.14 3.91 1.19 -0.01
C -1.4284 0.0388 0.0501 4.02 -1.69 -0.51 0.09
C -0.6850 1.2725 0.3536 -2.36 0.36 0.11 -0.07
N 0.6124 1.5174 0.3465 -0.85 -0.14 0.10 0.11
N 1.3871 0.4925 0.0586 -1.55 -1.41 -0.29 0.03
H -0.9160 -2.0999 -0.5189 0.73 0.77 0.13 0.13
H -2.5300 -0.0713 0.0850 0.92 0.36 0.00 0.14
H -1.3214 2.1480 0.6300 0.87 -0.69 -0.28 0.14
H 2.4048 0.6308 0.0690 -0.45 0.02 -0.01 0.18
```
Forces are in eV/Å.

Properties
Total charge = +1
LUMO = -5.91 eV
HOMO level = -15.137 eV
Kohn-Sham gap = 9.2 eV


No. 2
Density functional theory data (the ωB97M-V functional and the def2-TZVPD basis) for a gas-phase ion, C4H4IN2O2 (charge -1) in a non-equilibrium geometry.

XYZ file:
```
13
Properties=species:S:1:pos:R:3:forces:R:3:lowdin_charge:R:1
C 0.3016 -0.2861 -0.3500 -1.95 -0.58 -1.66 -0.20
C -0.0385 0.9972 -0.8384 1.56 0.19 1.13 -0.47
C 0.3103 -0.2847 1.0305 0.43 0.79 -0.70 -0.57
C 0.3108 -1.6014 -1.1279 0.43 1.87 1.46 -0.04
N 0.1872 1.0589 1.4240 -1.23 1.99 3.61 -0.09
N -0.2636 1.9089 0.5279 0.61 -0.46 -0.50 -0.26
O 0.1305 1.6023 -1.8630 -0.88 0.01 -0.33 0.02
O 0.5533 -1.1190 1.8605 0.27 -1.85 1.61 0.03
I -2.6085 2.1445 0.6680 -0.09 -0.15 -0.14 0.21
H 1.1594 -2.0783 -0.7083 0.80 -1.18 0.13 0.05
H 0.5008 -1.3883 -2.1384 0.10 0.06 -1.51 0.05
H -0.5624 -2.2095 -0.9892 -0.54 -0.23 0.04 0.07
H 0.0191 1.2554 2.5043 0.51 -0.47 -3.14 0.19
```
Forces are in eV/Å.

Properties
Total charge = -1
LUMO (spin up / spin down) = 2.86 / 2.86 eV
Relative energy (zero: lowest compared OMol25 entry of this formula, charge and spin) = 3.68 kcal/mol
HOMO level (spin up / spin down) = -4.148 / -4.149 eV
Kohn-Sham gap (spin up / spin down) = 7.0 / 7.0 eV


No. 3
Density functional theory data (the ωB97M-V functional and the def2-TZVPD basis) for a molecular structure, C52H33CsN5O in a non-equilibrium geometry.

XYZ file:
```
92
Properties=species:S:1:pos:R:3:forces:R:3:lowdin_charge:R:1
Cs -0.7914 1.0616 -0.3614 -1.06 0.61 0.91 1.30
C -4.6900 -2.5739 3.3781 0.00 0.07 0.03 -0.10
C -4.1962 -1.3588 2.9244 -0.04 -0.02 0.05 -0.08
C -3.2770 -1.3291 1.8870 0.08 -0.05 -0.03 -0.03
C -2.8293 -2.5100 1.3008 0.00 -0.07 -0.09 -0.16
C -3.3347 -3.7244 1.7559 -0.08 -0.05 0.05 -0.02
C -4.2634 -3.7541 2.7877 0.08 0.00 -0.08 -0.09
C -1.8126 -2.4659 0.2110 0.24 0.25 0.28 -0.10
C -0.5336 -2.1043 0.4297 -0.48 -0.27 -0.15 -0.19
C 0.5189 -1.9253 -0.5540 0.38 0.13 0.02 -0.04
C 1.4670 -1.1324 -0.0313 0.02 -0.32 -0.24 -0.06
C 1.1287 -0.7744 1.3377 0.18 0.20 0.04 -0.23
N -0.0111 -1.5940 1.6656 0.10 0.14 -0.08 0.03
C 1.6228 0.2783 2.0269 -0.02 -0.06 0.14 -0.10
C 2.3860 1.3042 1.2872 0.27 0.09 -0.13 -0.29
C 3.4948 2.1290 1.6157 -0.07 -0.04 0.11 -0.05
C 3.7334 2.9181 0.4981 -0.08 0.03 -0.08 -0.04
C 2.7521 2.5535 -0.4756 0.00 -0.06 0.02 -0.27
C 2.5431 3.0487 -1.8090 0.03 0.01 -0.04 -0.05
C 3.5299 4.0810 -2.2464 -0.03 0.04 -0.01 -0.21
C 3.1324 5.3896 -2.5186 0.00 -0.06 0.01 -0.04
C 4.0561 6.3464 -2.9145 0.01 0.03 -0.01 -0.09
C 5.3964 6.0115 -3.0458 -0.01 -0.04 0.01 -0.11
C 5.8044 4.7124 -2.7739 0.00 0.01 0.00 -0.09
C 4.8797 3.7586 -2.3738 0.02 0.00 0.00 -0.04
C 1.5740 2.6715 -2.7508 0.17 0.11 -0.13 -0.25
N 0.5346 1.7846 -2.5947 0.18 -0.30 0.01 -0.09
C -0.1230 1.6756 -3.7600 0.22 0.08 -0.08 -0.26
C -1.2233 0.8198 -4.1042 -0.02 -0.15 -0.29 -0.08
C -1.7554 1.1098 -5.4842 -0.03 -0.02 0.16 -0.25
C -2.6907 2.1217 -5.6754 -0.02 0.00 -0.12 -0.03
C -3.1788 2.4118 -6.9444 0.01 0.00 0.08 -0.09
C -2.7339 1.6907 -8.0421 0.01 -0.01 -0.02 -0.11
C -1.7999 0.6779 -7.8632 -0.01 0.00 0.00 -0.09
C -1.3168 0.3913 -6.5943 -0.02 0.03 -0.01 -0.05
C -1.8190 -0.3181 -3.4982 0.10 -0.03 -0.03 -0.26
C -2.7525 -1.1915 -4.1986 -0.03 -0.01 0.01 -0.02
C -3.0100 -2.2561 -3.3897 -0.02 -0.02 -0.01 0.00
C -2.2709 -2.0027 -2.1884 -0.02 0.04 -0.06 -0.30
N -1.5804 -0.8551 -2.2652 0.41 0.19 0.17 -0.04
C 0.5163 2.5521 -4.7468 -0.03 0.03 0.06 -0.02
C 1.5588 3.1497 -4.1282 -0.03 0.00 0.06 -0.02
N 1.9636 1.5887 0.0484 -0.30 -0.41 -0.27 -0.04
C 1.2465 0.5667 3.4389 -0.04 0.04 -0.01 -0.17
C 2.1990 0.5132 4.4533 0.02 0.04 -0.02 -0.03
C 1.8634 0.8444 5.7584 -0.03 -0.01 0.01 -0.10
C 0.5645 1.2228 6.0715 0.02 -0.03 -0.02 -0.11
C -0.3955 1.2659 5.0698 0.00 0.00 0.02 -0.08
C -0.0543 0.9481 3.7641 0.07 -0.06 0.01 -0.03
H -5.4044 -2.6017 4.1917 0.00 0.02 -0.01 0.10
H -4.5283 -0.4338 3.3794 0.01 0.00 -0.01 0.10
H -2.8956 -0.3800 1.5299 0.01 0.01 0.01 0.08
H -2.9981 -4.6358 1.2820 -0.01 0.01 0.02 0.11
H -4.6543 -4.7023 3.1365 0.02 -0.01 -0.01 0.10
H 0.4623 -2.2981 -1.5615 -0.01 0.00 0.00 0.12
H 2.3331 -0.7389 -0.5330 0.01 -0.02 -0.02 0.12
H 4.0469 2.1360 2.5444 0.00 0.02 -0.02 0.08
H 4.5024 3.6687 0.3942 0.00 0.00 0.00 0.09
H 2.0856 5.6484 -2.4163 0.00 0.00 0.00 0.12
H 3.7296 7.3587 -3.1205 -0.01 -0.01 0.00 0.10
H 6.1184 6.7563 -3.3570 0.00 0.00 0.00 0.09
H 6.8481 4.4405 -2.8757 0.00 -0.01 0.00 0.10
H 5.1975 2.7460 -2.1586 -0.01 0.00 0.00 0.12
H -3.0341 2.6872 -4.8177 0.00 0.00 0.01 0.12
H -3.9084 3.2023 -7.0732 0.00 0.00 0.00 0.09
H -3.1117 1.9174 -9.0317 0.01 -0.01 0.00 0.09
H -1.4477 0.1104 -8.7163 0.01 0.00 0.01 0.10
H -0.5878 -0.3968 -6.4493 0.00 0.00 0.00 0.12
H -3.1560 -1.0305 -5.1853 0.00 0.01 0.00 0.10
H -3.6430 -3.1065 -3.5763 0.00 -0.01 0.03 0.10
H 0.2299 2.6677 -5.7797 -0.01 0.00 0.00 0.10
H 2.2691 3.8311 -4.5696 -0.01 0.00 0.00 0.10
H 3.2102 0.2101 4.2106 0.00 0.01 0.00 0.12
H 2.6176 0.8022 6.5351 0.00 0.00 -0.01 0.10
H 0.3004 1.4755 7.0907 0.00 0.00 0.00 0.10
H -1.4137 1.5464 5.3086 -0.01 0.00 -0.02 0.10
H -0.8077 0.9802 2.9860 -0.02 0.00 0.00 0.10
O -2.9194 -3.9580 -1.1539 0.04 0.01 0.03 -0.07
N -2.2849 -2.8340 -1.0947 -0.05 -0.07 -0.16 -0.12
C -0.2265 -2.1258 2.8747 -0.04 0.03 -0.16 0.00
C -0.3980 -2.5943 3.9683 -0.01 -0.01 0.02 0.07
C -0.6118 -3.1592 5.2601 -0.05 -0.04 0.09 -0.23
C -1.4732 -4.2503 5.4155 0.01 0.02 0.05 -0.04
C -1.6859 -4.8008 6.6689 -0.01 -0.01 0.01 -0.09
C -1.0455 -4.2807 7.7862 0.01 0.02 -0.08 -0.11
C -0.1883 -3.1984 7.6346 0.03 0.02 0.10 -0.09
C 0.0299 -2.6359 6.3886 -0.06 -0.02 -0.12 -0.03
H -1.9748 -4.6526 4.5453 0.00 0.02 -0.01 0.10
H -2.3576 -5.6443 6.7732 0.00 0.00 0.00 0.10
H -1.2135 -4.7141 8.7637 0.00 0.00 0.01 0.09
H 0.3155 -2.7832 8.4996 -0.01 -0.01 -0.01 0.10
H 0.6884 -1.7848 6.2699 0.00 0.00 0.01 0.10
```
Forces are in eV/Å.

Properties
Total charge = -1
LUMO (spin up / spin down) = 1.87 / 1.81 eV
Relative energy (zero: lowest compared OMol25 entry of this formula, charge and spin) = 18.69 kcal/mol
HOMO level (spin up / spin down) = -3.133 / -3.763 eV
Kohn-Sham gap (spin up / spin down) = 5.0 / 5.6 eV


No. 4
Density functional theory data (the ωB97M-V functional and the def2-TZVPD basis) for 2 unconnected molecules or ions with the total composition C3H9NO3 in a non-equilibrium geometry.

XYZ file:
```
16
Properties=species:S:1:pos:R:3:forces:R:3:lowdin_charge:R:1
O 0.2504 1.9417 -1.2451 -0.53 -5.42 -1.89 -0.01
C 0.1632 0.7698 -1.7520 1.01 3.52 -0.72 -0.16
C -0.0675 -0.5582 -1.0026 -3.39 1.27 0.79 -0.17
N -0.7122 -0.1371 0.1993 -0.51 0.65 2.81 -0.10
C -0.9477 -1.0747 1.2211 -1.49 -1.86 0.50 -0.25
O -1.9862 -2.0852 0.9196 -0.89 0.16 0.47 -0.11
H 0.2671 0.6639 -2.9073 -0.12 0.25 1.65 0.13
H -0.8346 -1.2965 -1.4257 1.78 0.82 -0.93 0.14
H 0.7797 -0.9962 -0.5726 1.95 -1.02 -0.59 0.11
H -1.4782 0.5026 0.1051 -0.15 0.21 -0.23 0.12
H -1.4439 -0.7339 2.1817 1.12 0.57 -1.29 0.14
H -0.1044 -1.7199 1.4868 0.55 0.74 -0.20 0.12
H -1.9850 -2.5601 0.0901 0.70 0.16 -0.35 0.05
H 2.4013 2.0872 1.1466 -0.45 0.32 0.14 0.02
H 3.3775 1.2371 0.3914 -0.44 -0.15 0.98 0.05
O 2.8756 1.2628 1.2391 0.84 -0.22 -1.17 -0.07
```
Forces are in eV/Å.

Properties
LUMO = 0.33 eV
Relative energy (zero: lowest compared OMol25 entry of this formula, charge and spin) = 76.97 kcal/mol
HOMO level = -9.277 eV
Kohn-Sham gap = 9.6 eV


No. 5
Density functional theory data (the ωB97M-V functional and the def2-TZVPD basis) for 2 unconnected molecules or ions with the total composition C9H9NS in a non-equilibrium geometry.

XYZ file:
```
20
Properties=species:S:1:pos:R:3:forces:R:3:lowdin_charge:R:1
C -0.9565 2.7839 -0.0500 0.16 -0.57 -0.15 0.16
C -0.6438 1.6383 -0.2381 -0.17 0.50 0.11 -0.18
C -0.6789 -2.5268 1.7235 -0.13 0.00 0.81 -0.25
C -0.9142 -1.6978 2.7779 0.06 0.18 -0.11 -0.40
C -0.4825 -0.6273 0.6436 -0.35 0.21 1.29 -0.57
C -0.1413 0.5222 -2.8769 -0.02 0.00 0.02 0.04
C -0.1145 -0.2301 -1.7780 -0.03 -0.10 -0.26 -0.15
C 2.0855 0.7770 0.0451 -1.19 -0.37 -0.24 0.12
C -0.2713 0.2895 -0.4355 1.57 0.55 -0.09 -0.31
N -0.4381 -1.9173 0.5493 0.21 -0.05 -0.99 0.05
S -0.8401 -0.0524 2.2826 0.09 -0.59 -0.66 1.04
H -1.2179 3.7893 0.0957 -0.17 0.55 0.11 0.03
H -0.6738 -3.6018 1.7602 -0.02 -0.16 0.11 0.10
H -1.1234 -1.9511 3.7979 -0.05 -0.12 0.18 0.06
H -0.0216 0.0956 -3.8569 0.04 -0.16 -0.14 0.05
H -0.2841 1.5891 -2.8236 -0.06 0.19 0.04 0.06
H 0.0296 -1.2990 -1.8336 0.02 -0.09 -0.04 0.10
H 1.9697 1.1264 1.0505 -0.07 0.11 0.33 0.01
H 2.4767 -0.2083 -0.1053 0.14 -0.33 -0.03 0.02
H 2.2405 1.5004 -0.7283 -0.02 0.24 -0.27 0.02
```
Forces are in eV/Å.

Properties
LUMO (spin up / spin down) = 0.09 / -0.99 eV
Relative energy (zero: lowest compared OMol25 entry of this formula, charge and spin) = 108.86 kcal/mol
HOMO level (spin up / spin down) = -7.499 / -8.171 eV
Kohn-Sham gap (spin up / spin down) = 7.6 / 7.2 eV


No. 6
Density functional theory data (the ωB97M-V functional and the def2-TZVPD basis) for a molecular structure, C36H29N9ORu in a non-equilibrium geometry.

XYZ file:
```
76
Properties=species:S:1:pos:R:3:forces:R:3:mulliken_spin:R:1
Ru -0.5204 0.7999 -0.1184 1.15 0.41 0.56 2.61
C 0.4063 2.6513 2.2111 0.02 0.11 0.05 -0.02
N -0.0070 1.2369 2.3053 0.07 0.10 -0.31 0.12
C 1.0677 0.3302 2.7660 0.18 -0.08 -0.04 0.01
C 1.4445 -0.6169 1.6675 -0.06 0.03 0.00 0.02
N 0.7929 -0.6197 0.5080 -0.26 -0.05 -0.26 0.02
C 1.3953 -1.5810 -0.3075 0.26 -0.33 -0.04 -0.04
C 1.1069 -1.9626 -1.6141 -0.01 0.06 0.16 0.06
C 1.9245 -2.9259 -2.1747 -0.10 0.07 0.01 0.02
C 2.9826 -3.4896 -1.4498 0.10 -0.03 0.11 0.00
C 3.2583 -3.1312 -0.1410 0.06 -0.08 0.05 0.01
C 2.4371 -2.1638 0.4201 -0.24 0.17 -0.43 -0.01
N 2.4211 -1.5212 1.6621 -0.02 0.05 0.14 0.03
C 1.2262 2.8508 0.9748 0.05 0.16 -0.01 0.05
N 0.9840 2.1840 -0.1599 -0.46 -0.28 0.25 0.04
C 1.8908 2.6529 -1.1096 0.26 0.25 -0.19 -0.05
C 2.0845 2.2993 -2.4437 -0.08 -0.05 0.14 0.02
C 3.0589 2.9887 -3.1407 -0.10 -0.10 -0.03 0.00
C 3.8193 3.9955 -2.5323 0.04 0.07 0.14 0.01
C 3.6446 4.3434 -1.2040 0.13 0.07 -0.03 0.01
C 2.6688 3.6485 -0.5052 -0.21 -0.24 -0.35 0.00
N 2.2137 3.7268 0.8112 0.00 -0.05 0.07 0.03
H 0.9468 2.9943 3.0971 0.02 -0.04 0.00 0.00
H -0.4953 3.2634 2.1267 0.00 0.01 0.07 0.01
H -0.7947 1.1663 2.9375 -0.08 0.03 0.00 0.00
H 0.7500 -0.2314 3.6464 -0.04 0.03 0.00 0.00
H 1.9518 0.9025 3.0611 -0.03 0.00 0.05 0.00
H 0.2691 -1.5253 -2.1479 0.06 -0.07 -0.11 0.00
H 1.7473 -3.2618 -3.1871 0.00 0.02 0.00 0.00
H 3.6077 -4.2293 -1.9308 -0.02 -0.03 0.02 0.00
H 4.0743 -3.5862 0.4043 0.00 0.01 0.00 0.00
H 3.0465 -1.7214 2.4316 0.00 0.02 0.03 0.00
H 1.4989 1.5117 -2.9037 0.04 0.01 -0.07 0.01
H 3.2387 2.7501 -4.1802 0.01 -0.01 0.01 0.00
H 4.5685 4.5147 -3.1140 0.00 -0.01 0.00 0.00
H 4.2460 5.1202 -0.7506 -0.02 -0.02 0.04 0.00
H 2.5814 4.3514 1.5164 -0.05 0.00 0.06 0.00
C -13.9304 1.5275 -2.9896 -0.68 -0.27 0.50 0.00
O -12.7156 2.0789 -3.5275 0.25 0.08 -0.23 0.21
C -11.5350 1.6955 -3.1966 0.14 0.06 -0.04 0.17
C -11.2368 0.6847 -2.2336 -0.09 -0.25 0.20 0.17
C -9.9376 0.4138 -1.9265 0.06 -0.05 -0.01 -0.04
C -8.8740 1.1201 -2.5455 -0.25 0.09 -0.14 0.15
C -9.1750 2.0743 -3.5586 0.04 -0.10 0.11 -0.07
C -10.4626 2.3605 -3.8744 0.07 0.10 -0.11 0.13
C -7.4862 0.9475 -2.1767 0.47 0.26 0.01 0.07
N -6.5188 1.7157 -2.6604 -0.25 0.01 -0.23 0.09
C -5.3828 1.3085 -2.0659 -0.17 -0.37 0.48 0.00
C -5.6409 0.2598 -1.1745 0.20 0.46 -0.39 0.07
N -6.9826 0.0573 -1.2563 -0.34 -0.28 -0.01 0.02
C -4.6066 -0.3684 -0.4139 0.20 -0.08 0.08 -0.01
C -4.7485 -1.4828 0.4308 0.12 0.05 0.01 0.03
C -3.6412 -1.9895 1.0733 -0.13 -0.03 -0.06 -0.01
C -2.4000 -1.3918 0.8785 0.11 -0.05 -0.02 0.03
N -2.2355 -0.3334 0.0869 -0.55 -0.15 0.11 0.03
C -3.3183 0.1844 -0.5534 -0.23 -0.13 -0.01 0.03
C -3.0659 1.3214 -1.3966 -0.25 0.12 -0.22 -0.01
N -1.7957 1.8232 -1.3883 -0.19 -0.17 -0.14 -0.07
C -1.4973 2.8199 -2.2238 0.14 0.18 0.04 0.03
C -2.4361 3.3803 -3.0846 -0.19 -0.03 -0.04 0.00
C -3.7337 2.9167 -3.0711 0.09 0.01 0.02 0.03
C -4.0698 1.8660 -2.2037 0.23 -0.08 0.19 -0.03
H -14.7254 1.8628 -3.6458 0.09 0.01 -0.08 0.00
H -14.1052 1.9238 -1.9880 0.16 0.09 -0.06 0.00
H -13.9062 0.4394 -2.9488 0.14 0.04 -0.18 0.00
H -12.0340 0.1361 -1.7505 0.01 0.06 0.00 0.00
H -9.7326 -0.3608 -1.1985 -0.04 0.04 0.04 -0.01
H -8.3594 2.5638 -4.0675 0.01 0.07 0.01 0.00
H -10.7150 3.0876 -4.6352 -0.03 0.00 0.02 0.00
H -7.5183 -0.6487 -0.7746 0.04 0.02 0.01 0.00
H -5.7154 -1.9481 0.5733 0.01 -0.02 0.01 0.00
H -3.7141 -2.8552 1.7165 -0.01 0.01 0.00 0.00
H -1.5139 -1.7928 1.3522 0.01 0.04 0.00 0.00
H -0.4840 3.1982 -2.2070 0.03 -0.06 0.05 0.00
H -2.1353 4.1792 -3.7475 0.02 0.01 0.02 0.00
H -4.4971 3.3366 -3.7138 0.03 0.04 -0.01 0.00
```
Forces are in eV/Å.

Properties
Total charge = +4
LUMO (spin up / spin down) = -10.74 / -12.68 eV
Spin multiplicity = 5
HOMO level (spin up / spin down) = -17.681 / -18.078 eV
Kohn-Sham gap (spin up / spin down) = 6.9 / 5.4 eV